Record 1
The following is a DFT calculation (ωB97M-V/def2-TZVPD) of the molecule C23H21F2N3O5S2.

Results
molar mass = 521.57 g/mol
structure (SMILES) = O=C(NCCN1C(=O)S/C(=C\c2ccc(OC(F)F)cc2)C1=O)[C@@H]1CCCN1C(=O)c1cccs1

The geometry in ORCA input format:
```
! RIJCOSX wB97M-V def2-TZVPD def2/J DEFGRID3
* xyz 0 1
O 2.06977 0.50456 5.18750
C 1.09978 0.63310 4.47253
N 0.83045 1.72883 3.74204
C 1.78769 2.79847 3.59922
C 2.88990 2.44167 2.59145
N 2.32997 1.94944 1.34357
C 2.56379 0.66464 0.94051
O 3.18830 -0.17322 1.52477
S 1.80807 0.40202 -0.65315
C 0.97341 1.93743 -0.56855
C -0.07210 2.36510 -1.29966
C -0.77979 1.66893 -2.34527
C -0.24305 0.58766 -3.04521
C -0.98838 -0.10185 -3.98292
C -2.29608 0.28438 -4.23042
O -3.15555 -0.35416 -5.12872
C -2.80019 -1.49991 -5.71331
F -2.46629 -2.46963 -4.82169
F -1.71734 -1.38242 -6.52271
C -2.84220 1.38089 -3.57026
C -2.08827 2.06920 -2.64806
C 1.47653 2.71971 0.57334
O 1.18762 3.86314 0.82978
C -0.00634 -0.44063 4.35638
C 0.11317 -1.47773 5.47425
C -0.13040 -2.81746 4.78664
C 0.45623 -2.58576 3.39753
N 0.11564 -1.20628 3.11471
C -0.28597 -0.69510 1.94112
O -0.65655 0.47808 1.83096
C -0.29129 -1.56873 0.75851
C 0.60872 -2.49292 0.30400
C 0.25889 -3.01514 -0.95699
C -0.89398 -2.48314 -1.44254
S -1.56761 -1.31201 -0.38797
H 0.09700 1.64515 3.03873
H 2.25741 2.97384 4.56996
H 1.25654 3.69322 3.27303
H 3.51730 1.64264 2.99257
H 3.49605 3.32604 2.37966
H -0.47135 3.32845 -1.00339
H 0.77647 0.28374 -2.87136
H -0.53378 -0.93051 -4.50146
H -3.64259 -1.86516 -6.32094
H -3.85634 1.66843 -3.79514
H -2.51769 2.91255 -2.12933
H -0.97567 0.07291 4.35009
H 1.12853 -1.42884 5.87323
H -0.58804 -1.28281 6.28241
H -1.20015 -3.01869 4.70805
H 0.34596 -3.64714 5.30320
H 1.54622 -2.69489 3.41593
H 0.03710 -3.25134 2.64312
H 1.51328 -2.75141 0.82373
H 0.84193 -3.75396 -1.47625
H -1.39484 -2.71359 -2.36158
*
```

Record 2
The following is a DFT calculation (ωB97M-V/def2-TZVPD) of a 2-piece molecular cluster, C4H15N2O overall.

Results
molar mass = 107.18 g/mol

The geometry in ORCA input format:
```
! RIJCOSX wB97M-V def2-TZVPD def2/J DEFGRID3
* xyz 1 1
C -1.86575 0.80320 -0.49752
C -0.41770 0.11416 -0.48595
C 0.65978 0.95446 -1.20008
C 1.99935 0.13818 -1.15235
N 2.60586 0.17891 0.13878
N -0.00208 -0.26257 0.86597
H -2.45628 0.46397 -1.37501
H -1.74593 1.87643 -0.29374
H -2.38471 0.30247 0.32733
H -0.57604 -0.73936 -0.98011
H 0.24148 1.06440 -2.25147
H 0.88515 2.08440 -1.06939
H 2.72234 0.57387 -1.96210
H 1.95546 -0.88023 -1.45314
H 2.90793 1.13109 0.33746
H 3.36094 -0.45391 0.34145
H -0.01680 -1.25609 1.11384
H -0.61835 0.19950 1.53040
H 1.14471 -0.04043 1.03974
H -3.15983 -2.66648 1.94381
H -2.45202 -1.79082 2.97836
O -2.78751 -1.79515 2.10372
*
```

Record 3
The following is a DFT calculation (ωB97M-V/def2-TZVPD) of the molecule C3H7N3S.

Results
molar mass = 117.18 g/mol
structure (SMILES) = C=N/N=C\CSN

The geometry in ORCA input format:
```
! RIJCOSX wB97M-V def2-TZVPD def2/J DEFGRID3
* xyz 0 1
C -2.08736 -1.46035 0.19941
N -1.52396 -0.53655 -0.47031
N -1.26984 0.62172 -0.21040
C -0.32443 1.34871 0.20742
C 1.06801 1.11009 0.81158
S 1.60955 -0.58730 0.46290
N 1.58328 -0.48090 -1.19962
H -2.26861 -1.18470 1.29311
H -2.39243 -2.38314 -0.14597
H -0.37255 2.43246 0.14612
H 1.72278 1.69388 0.26036
H 1.05463 1.27242 1.86645
H 2.37269 -0.88200 -1.66712
H 0.82824 -0.96432 -1.55393
*
```

HOMO / Eh: -0.30832, -0.50462, -0.30570
Gap between HOMO and LUMO / eV: 8.04, 10.84, 9.19
Maximum force / eV Å⁻¹: 1.4, 4.9, 5.8